DFT (ωB97M-V/def2-TZVPD) results for a 13-piece molecular cluster, C40H115N9O13 overall at a distorted geometry.

Output
* energy: -83365.8744 eV
* LUMO: 0.59 eV
* energy above the lowest of the compared OMol25 structures with the same formula, charge and spin: 305.8 kJ/mol

CARTESIAN COORDINATES (ANGSTROEM)
C 2.17020 4.24754 -4.98412
O 2.55647 2.89412 -4.82661
H 1.08232 4.44547 -4.72504
H 2.72090 4.94531 -4.35145
H 2.17823 4.54815 -6.02637
H 3.10629 2.75235 -4.06277
C 0.99767 0.46884 -6.65641
O 0.40474 1.56623 -5.95891
H 0.27396 -0.03520 -7.28992
H 1.88475 0.78775 -7.27554
H 1.42179 -0.24751 -5.92078
H 1.11962 1.85292 -5.41159
C -1.81604 4.55138 2.15347
O -1.42352 3.70231 1.03977
H -2.43423 5.42092 1.79338
H -2.38671 4.02706 2.94111
H -0.96796 4.98049 2.68994
H -2.18190 3.78941 0.41712
C -3.41080 0.98483 4.20034
O -3.31922 1.19516 5.65779
H -4.33652 0.34298 4.02799
H -3.47326 1.98694 3.72509
H -2.56148 0.45574 3.77138
H -2.40136 0.98250 5.97411
C -1.62414 -4.49487 2.80239
C -1.62158 -3.90007 4.15776
C -0.32182 -3.16457 4.43556
O 0.82279 -3.99876 4.34496
C 0.89337 -4.98779 5.35144
N -2.67786 -2.99488 4.34641
H -2.55800 -4.95276 2.45210
H -0.91098 -5.30613 2.80012
H -1.22671 -3.79367 2.04244
H -1.68559 -4.75536 4.82341
H -0.29869 -2.65246 5.41161
H -0.14197 -2.39433 3.72110
H 0.14814 -5.76105 5.12444
H 0.66261 -4.50616 6.26048
H 1.95290 -5.30205 5.37076
H -2.57935 -2.14577 3.78169
H -2.91092 -2.74941 5.28912
C 4.41548 -3.33311 -3.51552
C 3.21522 -2.38941 -3.80308
C 1.89799 -2.67168 -2.97319
O 1.48497 -3.99781 -3.24951
C 0.25802 -4.42348 -2.66059
N 3.64869 -1.00990 -3.50818
H 5.05054 -2.95916 -2.71975
H 4.94519 -3.52680 -4.44672
H 4.12060 -4.26274 -3.12554
H 2.96537 -2.47676 -4.85667
H 1.15876 -1.99691 -3.41463
H 1.84694 -2.39036 -1.89698
H 0.26427 -4.24998 -1.61666
H 0.08265 -5.46015 -2.88791
H -0.61011 -3.80981 -3.01823
H 4.13262 -0.88901 -2.58216
H 4.37890 -0.74461 -4.15763
C 3.81542 -1.70354 0.75511
C 2.96658 -2.54933 1.65647
C 3.22694 -3.98785 1.29172
O 2.51206 -4.38316 0.15708
C 2.24138 -5.76271 0.08052
N 3.40327 -2.37606 3.08015
H 3.54320 -1.86576 -0.27272
H 4.83509 -2.00559 0.92454
H 3.75936 -0.61098 0.96423
H 1.90884 -2.29481 1.60156
H 2.86121 -4.56694 2.13005
H 4.31183 -4.17452 1.19213
H 1.69552 -6.08834 0.98501
H 3.07018 -6.38165 -0.17077
H 1.52050 -5.80877 -0.72599
H 3.32948 -1.36045 3.26289
H 2.83545 -2.97980 3.64067
C -3.62374 3.00169 -5.78902
C -2.43836 2.84932 -4.87364
C -2.19392 4.10669 -4.07522
O -1.06654 3.86711 -3.26423
C -0.76350 4.96697 -2.44543
N -2.65330 1.76068 -3.90252
H -3.29715 3.53346 -6.66657
H -4.37075 3.64180 -5.29859
H -4.18477 2.12878 -6.15476
H -1.55658 2.69328 -5.43142
H -3.15279 4.35753 -3.58997
H -2.01034 4.89567 -4.88577
H 0.05506 4.68542 -1.78138
H -1.60901 5.30801 -1.83061
H -0.54630 5.90205 -3.02866
H -1.75094 1.50389 -3.48045
H -2.85813 0.90310 -4.40064
C 1.94989 -0.67966 6.05323
C 3.46144 -0.72759 6.13270
C 4.11017 0.46671 5.51472
O 3.64069 0.54692 4.17848
C 4.42090 1.28788 3.28010
N 3.85270 -0.89172 7.51987
H 1.68911 -0.84794 5.00962
H 1.55451 0.29946 6.29464
H 1.60334 -1.38851 6.81568
H 3.75698 -1.63681 5.64625
H 5.17380 0.30482 5.54977
H 3.86583 1.42238 6.09829
H 4.41312 2.33928 3.54265
H 4.01192 1.08096 2.29315
H 5.45019 0.89741 3.30957
H 3.56983 -0.00012 8.02147
H 4.86579 -0.98412 7.54606
C -4.60532 -5.80061 0.19644
C -4.45774 -4.29712 0.42041
C -3.70412 -3.69817 -0.76299
O -3.84124 -2.25327 -0.64266
C -3.21225 -1.59407 -1.69672
N -5.82220 -3.79592 0.55880
H -5.15108 -5.98612 -0.70416
H -5.14484 -6.21271 1.06659
H -3.66328 -6.29939 0.01312
H -3.89631 -4.05329 1.30956
H -4.12695 -4.06062 -1.71887
H -2.62812 -3.95449 -0.73208
H -2.09744 -1.64494 -1.56754
H -3.58647 -0.61274 -1.75412
H -3.35524 -2.03106 -2.63047
H -6.00521 -2.78190 0.48808
H -6.44984 -4.18113 -0.13893
C -4.70984 1.35763 0.10659
C -5.47474 2.18641 -0.89519
C -4.63609 3.48383 -0.99557
O -4.34161 4.14387 0.22648
C -5.49033 4.71047 0.79739
N -5.50063 1.64470 -2.27996
H -3.61408 1.42425 -0.05682
H -5.06406 0.35068 0.10193
H -4.85144 1.80839 1.11873
H -6.53259 2.32645 -0.60267
H -5.10991 4.25539 -1.60625
H -3.69916 3.23294 -1.52424
H -6.07726 5.19015 -0.02269
H -5.14829 5.48584 1.50619
H -6.07766 4.01027 1.39282
H -5.96344 0.75000 -2.29147
H -4.55057 1.57948 -2.65687
C 0.33501 0.47453 2.56251
C -0.72923 0.39852 1.47057
C -0.31235 0.91187 0.08376
O 0.80866 0.15159 -0.40910
C 1.09396 0.43636 -1.72720
N -1.19623 -1.01333 1.42197
H 1.32636 0.08295 2.28124
H -0.01943 -0.16585 3.39503
H 0.44266 1.50601 2.93257
H -1.52510 1.01670 1.78794
H -0.04233 1.97686 0.17919
H -1.24049 0.84952 -0.54157
H 0.72021 -0.27561 -2.46014
H 2.15809 0.51375 -1.82883
H 0.70054 1.41159 -1.94061
H -2.07496 -1.01105 0.87625
H -0.57234 -1.59789 1.00926
C 2.33718 4.51024 0.07593
C 2.96861 3.59275 -0.93202
C 4.07688 4.28148 -1.69677
O 4.50444 3.42957 -2.74975
C 5.71248 3.80684 -3.43020
N 3.57393 2.44033 -0.21576
H 1.78830 5.28839 -0.52122
H 3.08906 4.97005 0.72868
H 1.59342 4.01571 0.68953
H 2.19404 3.34898 -1.69440
H 4.87771 4.54963 -1.04522
H 3.72912 5.18579 -2.26282
H 5.95303 2.93003 -4.04366
H 6.48362 4.00461 -2.63392
H 5.54258 4.71517 -4.01820
H 2.84791 1.88821 0.17388
H 3.85632 1.80401 -0.98462

Atomic forces in eV per Å
C -1.8 0.6 0.6
O -0.6 0.1 -0.9
H 1.0 -0.7 0.1
H 0.4 -0.1 -0.2
H 0.7 -0.1 -0.2
H 0.5 0.4 0.7
C 1.2 0.1 0.3
O -0.6 -1.1 -1.2
H -0.1 0.1 0.0
H -0.9 -0.1 0.3
H -0.4 0.1 -0.4
H 0.8 0.9 1.0
C -0.6 0.5 -0.3
O -1.0 1.0 0.5
H 0.5 -0.9 0.3
H 0.0 -0.1 -0.6
H 0.4 -0.2 -0.5
H 0.6 -0.2 0.6
C -1.0 0.0 1.0
O 1.4 -0.6 -0.7
H 1.1 1.1 0.0
H -0.2 -0.7 0.1
H 0.2 -0.1 0.2
H -1.4 0.3 -0.7
C 0.7 -0.5 -1.8
C 0.9 0.1 0.6
C 1.1 -0.8 0.6
O 0.5 0.2 -0.5
C 0.5 0.2 -1.4
N -2.0 1.3 -0.5
H 0.0 0.5 0.5
H 0.4 -0.4 -0.1
H -0.5 -0.1 0.2
H -0.4 0.1 0.6
H -0.4 -0.3 0.1
H -0.2 0.6 -0.9
H 0.5 -0.3 0.3
H -0.3 0.3 1.6
H -0.7 -0.4 0.0
H 0.0 -0.4 0.2
H 0.1 0.0 0.4
C -0.7 0.4 -0.4
C 0.7 -0.2 2.4
C -0.2 0.3 -1.1
O 0.0 -0.6 0.3
C -0.2 1.7 -1.2
N 0.2 0.9 0.5
H 0.3 0.5 -0.2
H 0.4 0.2 0.2
H -0.8 -1.5 0.2
H -0.2 0.2 0.0
H -0.2 0.1 -0.2
H 0.8 -0.6 -0.3
H 0.2 -0.1 1.4
H 0.1 -0.3 -0.2
H 0.5 -0.4 -0.2
H -0.9 -0.7 -1.0
H -0.1 0.0 -0.3
C -0.1 1.4 0.4
C 0.6 0.1 1.1
C -0.2 -0.6 0.7
O 0.2 0.3 -0.5
C -1.8 1.0 0.1
N 0.7 0.9 -2.0
H -0.1 -0.1 -0.6
H 0.6 0.0 -0.1
H -0.1 -0.6 -0.1
H -0.3 -0.2 -0.5
H 0.0 -0.5 0.5
H -0.2 0.1 0.0
H 0.5 -0.1 -0.1
H 1.0 -0.5 0.1
H -0.1 -0.4 -0.3
H -0.2 -1.0 0.6
H -0.6 0.2 0.7
C -0.9 0.8 0.0
C -0.6 -0.9 1.1
C -0.2 0.4 -2.1
O -0.6 0.6 0.2
C -0.1 1.1 0.0
N 0.6 -0.8 0.3
H 0.1 0.3 -0.5
H 0.0 -0.2 -0.1
H 0.7 -0.1 0.5
H 1.1 -0.5 -0.8
H 0.6 0.1 0.6
H 0.1 -0.4 1.3
H 0.0 0.1 -0.2
H -0.1 -0.5 0.1
H 0.4 -0.8 0.1
H -0.3 0.6 0.0
H -0.4 0.0 -0.3
C 0.3 0.0 0.0
C -0.9 0.0 0.9
C -0.6 1.0 -0.4
O -0.4 -0.2 0.4
C 0.5 -0.7 0.2
N -0.2 1.4 1.0
H -0.5 -0.5 0.2
H 0.0 0.4 0.3
H -0.4 -0.1 -0.7
H 0.4 -0.4 -0.6
H 0.8 0.2 -0.2
H 0.2 -1.1 -0.6
H 0.0 0.4 -0.2
H 0.0 0.5 0.0
H 0.0 0.3 -0.1
H 0.7 -1.5 -0.5
H -0.1 0.2 0.4
C 0.3 0.2 1.1
C -0.6 0.0 -1.2
C -0.1 1.1 0.4
O -0.2 -1.4 -0.2
C 2.0 -0.4 1.3
N -1.0 0.8 0.0
H -0.8 0.0 -0.5
H 0.3 -0.1 -0.5
H 0.4 -0.1 0.4
H 0.0 0.0 0.4
H 0.1 0.3 0.2
H -0.3 0.0 0.0
H -0.6 0.5 0.1
H -0.2 1.4 0.1
H -0.7 -1.1 -1.8
H 1.0 -0.7 0.2
H 0.2 -0.3 0.0
C 0.2 0.7 1.3
C 0.9 0.4 -1.1
C -0.7 0.6 -0.7
O 0.6 -0.8 0.0
C 0.1 1.2 0.1
N 0.1 0.6 0.7
H -0.5 -0.3 -0.2
H 0.0 -0.9 0.2
H 0.0 -0.5 -0.5
H 0.6 0.2 0.1
H -0.3 -0.2 -0.4
H -0.1 0.0 0.5
H 0.0 -0.3 0.8
H -0.2 -0.2 -0.4
H -0.2 -0.3 -0.3
H 0.1 -0.2 -0.1
H -0.3 -0.1 0.0
C 0.1 0.0 0.5
C 1.6 -1.7 -0.5
C -0.1 -0.1 0.7
O -1.4 -0.2 1.5
C 0.2 0.6 -0.6
N -3.6 3.0 1.2
H -0.3 0.2 -0.1
H 0.2 0.5 -0.3
H 0.1 -0.3 -0.1
H -1.1 0.6 0.2
H 0.0 -0.2 -0.2
H 0.8 -0.1 -0.1
H -0.2 -0.1 0.1
H 0.7 -0.2 -0.3
H -0.3 0.7 -0.6
H 0.7 -0.5 0.3
H 2.4 -1.9 -1.6
C -0.5 1.3 -0.7
C 0.1 -0.3 0.1
C -0.8 0.8 -1.9
O 0.4 -0.9 -0.1
C -0.4 -0.2 1.6
N 0.4 -0.1 -2.2
H 0.5 -0.3 0.8
H -0.2 0.0 -0.1
H -0.1 -0.3 0.1
H 0.3 -0.4 0.4
H 0.8 0.1 0.6
H -0.1 -0.1 1.1
H 0.2 0.5 0.0
H -0.4 -0.2 -1.0
H 0.2 -0.1 -0.1
H -1.1 -0.4 0.9
H 0.4 0.4 0.6

***

DFT (ωB97M-V/def2-TZVPD) results for C10H24ClGaO2P2 as an isolated structure at a distorted geometry.

Output
* energy: -98312.5624 eV
* LUMO: -9.21 eV
* net charge: +2

CARTESIAN COORDINATES (ANGSTROEM)
C 0.31363 0.15693 -4.28640
C 0.15794 0.07334 -2.81215
H 1.38798 0.14614 -4.48478
H -0.14420 1.05633 -4.70418
H -0.22780 -0.65594 -4.81379
O 1.03843 0.08509 -1.97747
Cl -1.49081 -0.08318 -2.39108
Ga 0.19673 -0.05983 2.30136
P -0.24768 2.30690 0.43291
C 1.35131 3.14815 0.79672
C -0.45342 3.14231 -1.20185
H -0.54719 4.23333 -1.07826
H -1.28084 4.45872 0.99494
H -1.35419 2.77092 -1.70265
H -2.42330 3.07016 0.99117
H 2.08314 2.70590 0.10226
H 0.42284 2.94565 -1.83031
C -1.42931 3.41601 1.30525
H 1.25279 4.23152 0.61526
H -1.31593 3.30319 2.38779
H 1.64197 2.94855 1.83641
P -0.02454 -2.30936 0.28409
C 1.56121 -3.14290 0.69095
C -1.21992 -3.51920 0.99476
H -1.02235 -2.72958 -1.89525
H -0.12076 -4.16863 -1.36219
H 0.76096 -2.74428 -1.97343
C -0.11025 -3.06826 -1.39705
H -2.19678 -3.18228 0.62529
H -1.00888 -4.52752 0.61490
H 1.45458 -4.20822 0.43407
H 1.80134 -3.01180 1.75240
H -1.21108 -3.50265 2.08870
H 2.34385 -2.68058 0.07179
C 1.83458 -0.00906 1.49796
O 2.93770 0.04581 1.11315
C -1.00200 -0.15909 3.79791
H -1.99100 -0.18261 3.33504
H -0.87904 0.73887 4.41256
H -0.83967 -1.03886 4.43319

Atomic forces in eV per Å
C 0.5 -0.3 -0.6
C 1.7 0.0 0.1
H -0.2 0.0 -0.3
H 0.1 0.2 0.3
H 0.5 0.2 0.5
O -1.1 0.0 -0.7
Cl -1.5 0.0 0.9
Ga -3.9 -0.1 -1.0
P 0.6 2.1 0.7
C 0.0 -0.6 0.1
C -0.2 -1.1 -1.0
H 0.1 -0.5 0.4
H 0.1 -0.4 0.1
H 0.2 0.2 0.0
H 0.0 0.3 0.3
H 0.0 0.3 0.3
H -0.2 -0.1 0.1
C -0.2 -0.9 0.3
H 0.1 -0.5 0.1
H -0.2 0.2 -0.1
H 0.2 0.3 -0.2
P 0.5 -2.2 0.6
C 0.1 0.5 0.2
C -0.3 0.9 0.4
H 0.2 -0.2 -0.1
H 0.1 0.5 0.5
H -0.2 0.0 -0.1
C -0.2 1.3 -1.0
H 0.0 -0.3 0.3
H 0.0 0.4 0.2
H 0.2 0.4 0.2
H 0.2 -0.3 -0.1
H -0.1 -0.1 -0.2
H 0.0 -0.3 0.2
C 9.2 0.5 -3.0
O -5.9 -0.3 1.6
C 0.0 0.1 0.4
H 0.0 0.0 0.2
H -0.1 -0.1 -0.2
H 0.1 0.1 -0.4

***

DFT (ωB97M-V/def2-TZVPD) results for CH2AlLiO as an isolated structure at a distorted geometry.

Output
* energy: -9907.6774 eV
* spin multiplicity: 2
* LUMO (alpha / beta): -5.26 / -6.90 eV
* energy above the lowest of the compared OMol25 structures with the same formula, charge and spin: 166.5 kJ/mol
* net charge: +1

CARTESIAN COORDINATES (ANGSTROEM)
C 0.35733 0.58498 0.32901
O -0.71807 0.42186 -0.31227
H 0.53365 -0.24824 1.06661
Al 0.60221 2.38051 0.64791
Li -1.17090 -1.20563 -1.09327
H 0.39577 -1.93349 -0.63798

Atomic forces in eV per Å
C -1.6 -4.3 0.1
O 0.7 -0.2 -0.3
H 0.4 0.1 -0.4
Al 0.7 4.4 0.6
Li -0.8 0.5 -0.1
H 0.6 -0.4 0.1

***

DFT (ωB97M-V/def2-TZVPD) results for an isolated ion of composition C5H11N2O and charge -1 at a distorted geometry.

Output
* energy: -10389.4562 eV
* LUMO: 4.12 eV
* energy above the lowest of the compared OMol25 structures with the same formula, charge and spin: 104.4 kJ/mol
* net charge: -1

CARTESIAN COORDINATES (ANGSTROEM)
C -1.92718 -0.68958 0.19291
O -1.92010 -0.74662 -1.30376
C -0.74627 0.07626 0.69451
C 0.65500 -0.52637 0.23212
C 1.29004 0.33669 -0.87316
C 2.65749 0.59580 -0.79446
N 0.46986 0.67219 -1.84993
N -0.97366 0.08301 2.18457
H -2.02022 -1.71702 0.50787
H -2.87120 -0.11316 0.18044
H -0.80509 1.25124 0.41476
H 1.25955 -0.87447 1.12306
H 0.40928 -1.50608 -0.09676
H 3.04509 1.16755 -1.60402
H 3.42986 0.34276 -0.10494
H -1.09207 -0.34884 -1.65204
H 0.74498 1.34364 -2.52713
H -0.08723 -0.13251 2.65388
H -1.51812 0.78551 2.62208

Atomic forces in eV per Å
C -0.9 1.3 -4.6
O 0.1 -0.8 0.7
C 0.1 3.0 1.5
C -1.3 0.5 1.5
C 2.0 -0.5 0.6
C -0.9 0.3 -0.4
N -2.0 -1.0 0.8
N 2.1 -2.2 -0.2
H 0.1 -0.1 0.7
H 0.2 -0.4 1.7
H 0.2 -2.9 -0.2
H 0.0 1.4 -0.7
H -0.4 -0.9 -1.2
H 0.3 0.5 -0.8
H -0.2 -0.5 1.0
H 0.4 0.5 0.0
H 1.0 0.4 -0.3
H -0.8 0.6 0.0
H -0.1 0.8 -0.1